1.
Here is a gas-phase ion, C3H8NOS (charge -1) in a non-equilibrium geometry from the Open Molecules 2025 dataset. Energies are from ωB97M-V/def2-TZVPD.

**2S+1**: 1
**DFT total energy**: -647.26727 a.u.
**Frontier orbital gap**: 5.821 eV
**Charge**: -1
**SMILES**: N[C@H](C[O-])CS

XYZ file:
```
14
Properties=species:S:1:pos:R:3:forces:R:3:mulliken_charge:R:1
C 1.460783 1.206844 0.057599 1.74 0.70 0.26 -0.591
O 2.752991 0.814523 -0.153142 -0.53 -0.23 -0.11 -0.920
C 0.443158 0.111667 -0.255511 0.56 -0.99 0.43 0.463
C -0.899954 0.402845 0.304797 -0.72 2.24 0.05 -1.079
S -2.272086 -0.726543 -0.084096 -0.18 -0.01 0.21 -0.245
N 0.983528 -1.164080 0.276839 0.12 0.25 -0.80 -0.776
H 1.340307 1.497476 1.136102 -0.47 0.13 0.05 0.167
H 1.234264 2.107435 -0.558784 -0.49 0.10 0.10 0.234
H 0.397975 0.101069 -1.352589 -0.11 -0.52 0.05 0.255
H -1.142232 1.458488 0.055762 -0.31 -0.52 -0.84 0.376
H -0.893568 0.653014 1.377835 0.14 -1.31 0.18 0.424
H -2.549648 -0.418577 -1.371016 0.36 0.18 0.31 0.085
H 0.805446 -1.209340 1.274329 -0.16 0.19 0.12 0.258
H 1.992325 -0.942151 0.204221 0.05 -0.20 -0.01 0.350
```
Forces are in eV/Å.

2.
Here is a gas-phase ion, C3H8NOS (charge +1) in a non-equilibrium geometry from the Open Molecules 2025 dataset. Energies are from ωB97M-V/def2-TZVPD.

**2S+1**: 1
**DFT total energy**: -646.94525 a.u.
**Frontier orbital gap**: 9.638 eV
**Charge**: +1
**SMILES**: C[NH2+][C@]1(C)OS1

XYZ file:
```
14
Properties=species:S:1:pos:R:3:forces:R:3:mulliken_charge:R:1
C 1.357234 0.048795 -0.173312 0.45 0.33 -0.07 0.631
C 1.037243 1.411339 -0.839364 -0.39 -0.60 1.78 -1.076
C -0.848704 -0.940418 0.449503 -1.84 0.84 -1.75 -0.946
N 0.476793 -0.433991 0.963610 -1.74 -0.87 -2.88 -0.091
O 1.587645 -1.107372 -0.883636 -1.62 -0.54 -1.90 -0.374
S 2.946834 -0.697401 -0.052127 1.85 0.85 1.12 0.007
H 1.895222 2.074233 -0.923089 0.16 -0.38 -0.03 0.339
H 0.338764 1.897308 -0.147861 0.05 0.20 -0.17 0.353
H 0.524350 1.329326 -1.777702 -0.08 -0.41 -0.52 0.330
H -1.336962 -1.558091 1.164855 0.18 -0.66 0.94 0.409
H -1.649953 -0.181779 0.239412 1.36 -0.13 -0.02 0.312
H -0.656917 -1.547139 -0.452415 -0.06 0.42 0.46 0.372
H 0.812106 -1.360636 1.178431 1.31 0.13 1.33 0.415
H 0.290838 0.218927 1.673601 0.37 0.83 1.70 0.318
```
Forces are in eV/Å.

3.
Here is 2 unconnected molecules or ions with the total composition C3H8NP in a non-equilibrium geometry from the Open Molecules 2025 dataset. Energies are from ωB97M-V/def2-TZVPD.

**2S+1**: 1
**DFT total energy**: -515.02458 a.u.
**Frontier orbital gap (spin up / spin down)**: 7.335 / 7.261 eV

XYZ file:
```
13
Properties=species:S:1:pos:R:3:forces:R:3:mulliken_charge:R:1
C 0.429672 -0.539283 -0.728438 -0.70 -0.47 1.70 -0.555
C -0.655097 0.014462 0.137425 -1.06 -3.47 -0.26 0.352
C -1.940416 -0.801884 0.467907 1.54 -1.78 -1.41 -1.236
N 0.569121 -0.337131 0.791126 1.38 -0.07 -0.81 -0.596
P 2.518037 2.525112 -0.610821 1.97 -0.06 0.51 -0.030
H 0.480667 -1.535199 -1.173488 -0.58 -0.36 1.15 0.231
H 0.871247 0.030886 -1.481795 0.95 1.91 -0.41 0.210
H -0.884984 0.989864 0.088318 -0.37 3.62 -0.63 0.428
H -2.763930 -0.259298 0.909729 -0.10 0.25 -0.17 0.338
H -1.578562 -1.548164 1.164741 -0.22 -0.19 0.53 0.328
H -2.237298 -1.466942 -0.425238 0.03 1.45 1.13 0.247
H 1.171369 0.474045 1.083777 -0.89 -0.92 -0.82 0.219
H 4.020175 2.453533 -0.223240 -1.96 0.09 -0.51 0.064
```
Forces are in eV/Å.

4.
Here is 2 unconnected molecules or ions with the total composition C3H8NP in a non-equilibrium geometry from the Open Molecules 2025 dataset. Energies are from ωB97M-V/def2-TZVPD.

**2S+1**: 1
**DFT total energy**: -515.08765 a.u.
**Frontier orbital gap**: 9.717 eV
**SMILES**: C=NC.C=P

XYZ file:
```
13
Properties=species:S:1:pos:R:3:forces:R:3:mulliken_charge:R:1
C -1.462571 -0.008367 2.270027 0.31 1.08 -0.47 -0.541
C -0.167404 -0.683739 -1.285479 3.29 2.66 2.28 -0.263
C 1.517120 0.678111 -1.895013 -0.36 1.94 -0.42 -0.265
N 0.266397 0.565050 -1.956572 0.06 -1.19 0.26 -0.340
P -0.122223 0.952753 1.864216 -0.53 -2.53 2.45 -0.006
H -2.338855 0.029137 1.662674 -0.69 0.06 -0.43 0.314
H -1.598012 -0.608730 3.168048 0.40 0.00 -0.27 0.247
H -0.804928 -1.175580 -1.887991 -1.80 -2.23 -2.06 0.301
H 0.803695 -1.152579 -0.931738 -1.58 -0.58 -0.48 0.256
H -0.691083 -0.389018 -0.388588 -0.37 -0.04 0.18 -0.191
H 1.971578 1.567982 -2.294163 0.19 0.35 -0.37 0.249
H 0.447443 0.177925 3.027514 0.53 1.50 -1.06 0.034
H 2.178844 0.047055 -1.352937 0.54 -1.02 0.38 0.207
```
Forces are in eV/Å.

5.
Here is a gas-phase ion, C3H8NS (charge -1) in a non-equilibrium geometry from the Open Molecules 2025 dataset. Energies are from ωB97M-V/def2-TZVPD.

**2S+1**: 1
**DFT total energy**: -572.04743 a.u.
**Frontier orbital gap**: 6.307 eV
**Charge**: -1
**SMILES**: NCCC[S-]

XYZ file:
```
13
Properties=species:S:1:pos:R:3:forces:R:3:mulliken_charge:R:1
C 0.107806 0.664318 0.263340 0.54 0.01 -1.64 -0.477
C 1.390941 0.766452 -0.630453 -1.35 -0.47 -1.22 -0.629
S 0.903948 1.037718 -2.379152 -0.11 0.29 -0.49 -0.755
C -0.258420 -0.829368 0.448107 0.42 0.79 1.27 -0.469
N -1.677821 -1.127393 0.495141 -0.35 -0.73 -0.20 -0.676
H -0.772848 1.083104 -0.250796 0.61 0.29 -0.13 0.240
H 0.291715 1.305293 1.122332 -0.30 -0.54 0.88 0.264
H 1.796449 -0.243003 -0.738705 0.64 0.26 0.82 0.143
H 2.133467 1.527103 -0.386568 -0.11 -0.24 0.55 0.294
H 0.214722 -1.093074 1.402954 -0.28 -0.59 -0.03 0.299
H 0.189835 -1.479072 -0.311171 -0.01 0.51 -0.11 0.309
H -2.162065 -0.793910 1.311622 0.07 0.32 0.04 0.203
H -2.157725 -0.818171 -0.346647 0.22 0.10 0.27 0.255
```
Forces are in eV/Å.

6.
Here is 2 unconnected molecules or ions with the total composition C3H8NS from the Open Molecules 2025 dataset. Energies are from ωB97M-V/def2-TZVPD.

**2S+1**: 1
**DFT total energy**: -572.04874 a.u.
**Frontier orbital gap**: 6.716 eV
**Charge**: -1

XYZ file:
```
13
Properties=species:S:1:pos:R:3:forces:R:3:mulliken_charge:R:1
C -1.814603 -1.013083 -2.674555 0.09 0.13 -0.17 -0.188
N -2.022009 -1.594692 -1.578340 -0.05 0.10 0.28 -0.610
H -2.128185 -1.468228 -3.616315 -0.09 -0.14 0.00 0.239
H -1.306971 -0.048253 -2.748671 0.05 0.05 0.10 0.152
H -1.637297 -0.977284 -0.832513 0.03 -0.16 -0.23 0.292
C 1.874691 0.775425 1.627370 -0.09 -0.02 0.71 -1.047
C 0.407801 0.455120 1.382913 -0.11 -0.31 -0.43 -0.461
S -0.103058 0.950509 -0.297328 -0.21 0.23 0.06 -0.687
H 1.991311 1.858148 1.700644 0.10 0.04 -0.18 0.248
H 2.505128 0.405850 0.822320 0.00 -0.03 -0.07 0.292
H 2.219450 0.356691 2.589174 0.04 -0.02 -0.14 0.324
H -0.199291 0.920302 2.167650 -0.01 0.13 -0.12 0.225
H 0.213035 -0.620507 1.457651 0.25 -0.01 0.19 0.221
```
Forces are in eV/Å.

7.
Here is a gas-phase ion, C3H8NS (charge -1) in a non-equilibrium geometry from the Open Molecules 2025 dataset. Energies are from ωB97M-V/def2-TZVPD.

**2S+1**: 1
**DFT total energy**: -572.06227 a.u.
**Frontier orbital gap**: 6.683 eV
**Charge**: -1
**SMILES**: C[C@H](N)C[S-]

XYZ file:
```
13
Properties=species:S:1:pos:R:3:forces:R:3:mulliken_charge:R:1
C -0.232708 -1.959540 -0.247018 1.30 -0.53 1.17 -1.321
C 0.099213 -0.908078 0.820531 -2.34 0.88 -0.09 0.355
C 0.976717 0.201543 0.236386 0.12 -0.18 -0.66 -0.887
S 0.143459 1.367953 -0.923648 -0.25 0.25 0.31 -0.649
N -1.202918 -0.264194 1.286991 0.94 -0.57 0.06 -0.710
H 0.497382 -2.773891 -0.161524 0.36 0.15 -0.46 0.292
H -0.211328 -1.497373 -1.218825 -0.30 0.02 -0.44 0.273
H -1.140818 -2.482859 -0.006411 -0.83 0.06 -0.17 0.444
H 0.485107 -1.371717 1.731599 0.55 -0.06 -0.22 0.209
H 1.501504 0.695948 1.054505 0.16 0.18 -0.17 0.310
H 1.644473 -0.234264 -0.502324 0.77 -0.41 0.69 0.234
H -1.292101 0.575783 0.709654 -0.14 -0.01 -0.10 0.237
H -1.923193 -0.906244 0.985025 -0.33 0.23 0.08 0.212
```
Forces are in eV/Å.

8.
Here is a gas-phase ion, C3H8NS (charge -1) from the Open Molecules 2025 dataset. Energies are from ωB97M-V/def2-TZVPD.

**2S+1**: 1
**DFT total energy**: -572.06285 a.u.
**Frontier orbital gap**: 6.353 eV
**Charge**: -1
**SMILES**: NCCC[S-]

XYZ file:
```
13
Properties=species:S:1:pos:R:3:forces:R:3:mulliken_charge:R:1
C -0.723312 0.341574 0.427580 -0.56 0.08 -0.71 -0.528
C -0.650195 -1.008845 -0.274245 0.91 -0.12 0.34 -0.817
S 0.965303 -1.854426 -0.128917 -0.02 -0.03 0.12 -0.704
C 0.168646 1.429641 -0.174145 -0.29 0.06 0.85 -0.404
N -0.193595 2.770623 0.320688 0.58 0.21 -0.15 -0.629
H -0.487105 0.293974 1.493501 -0.03 -0.28 0.07 0.269
H -1.777319 0.639934 0.322368 -0.02 0.39 0.17 0.305
H -0.799737 -0.800273 -1.329790 -0.39 -0.07 -0.31 0.221
H -1.457564 -1.652035 0.091528 0.00 0.05 -0.09 0.271
H 0.163668 1.456829 -1.263505 0.01 -0.22 -0.02 0.354
H 1.167200 1.224324 0.185533 0.41 -0.14 -0.37 0.226
H -0.829316 3.244954 -0.300258 -0.35 -0.09 0.21 0.208
H -0.569593 2.699728 1.256035 -0.24 0.15 -0.11 0.228
```
Forces are in eV/Å.

9.
Here is a gas-phase ion, C3H8NS (charge -1) in a non-equilibrium geometry from the Open Molecules 2025 dataset. Energies are from ωB97M-V/def2-TZVPD.

**2S+1**: 1
**DFT total energy**: -572.02333 a.u.
**Frontier orbital gap**: 6.143 eV
**Charge**: -1
**SMILES**: CNCC[S-]

XYZ file:
```
13
Properties=species:S:1:pos:R:3:forces:R:3:mulliken_charge:R:1
C 0.311649 -1.296860 -0.815931 -0.54 -0.30 0.93 -0.744
N 0.055636 0.057747 -1.272598 -1.62 -0.85 0.79 -0.444
C -0.484862 0.879822 -0.128105 -1.06 0.54 -2.62 -0.405
C -0.014914 0.488142 1.203787 -1.84 -0.19 3.42 -0.773
S -0.524679 1.887076 2.428519 0.62 -0.95 -0.71 -0.676
H -0.640286 -1.828470 -0.535717 0.53 1.12 0.78 0.246
H 1.077465 -1.262831 0.027434 -1.00 -0.97 -1.08 0.232
H 0.498715 -2.004661 -1.597426 1.37 0.01 -0.97 0.342
H 0.870624 0.473573 -1.599239 1.82 0.62 -0.60 0.252
H -0.117317 1.937602 -0.209991 -0.63 -0.80 -0.48 0.318
H -1.604443 0.827481 -0.384460 1.36 0.43 1.42 0.197
H 1.040121 0.284106 1.217809 0.73 0.43 -0.01 0.235
H -0.467709 -0.442727 1.665918 0.26 0.89 -0.87 0.218
```
Forces are in eV/Å.

10.
Here is a molecular structure, C3H8NS in a non-equilibrium geometry from the Open Molecules 2025 dataset. Energies are from ωB97M-V/def2-TZVPD.

**2S+1**: 1
**DFT total energy**: -571.70772 a.u.
**Frontier orbital gap (spin up / spin down)**: 8.692 / 8.692 eV
**Charge**: +1

XYZ file:
```
13
Properties=species:S:1:pos:R:3:forces:R:3:mulliken_charge:R:1
C -1.311794 -0.791511 0.305955 -2.28 -1.30 1.40 -0.166
C 1.173718 -0.760067 -0.485357 -1.60 0.78 -0.90 -1.264
C -0.025530 -0.164824 0.374645 4.75 1.40 2.76 0.232
N -0.158946 1.363767 -0.062848 -0.47 -2.20 1.58 -0.252
S -2.706372 -0.029050 -0.155862 1.62 -1.16 0.41 -0.223
H -1.252149 -1.831764 0.799248 -0.55 1.37 -1.19 0.299
H 1.965159 -0.087645 -0.228156 0.99 -0.01 0.17 0.420
H 0.946440 -0.521940 -1.571465 0.25 -1.01 1.01 0.376
H 1.468913 -1.814038 -0.254954 -0.59 1.00 -0.34 0.366
H 0.650855 -0.214724 1.594124 -2.96 0.29 -3.38 0.321
H 0.695594 1.488833 -0.603039 -0.64 0.97 -0.45 0.328
H -0.286997 2.015639 0.720165 0.82 -0.24 0.00 0.351
H -1.158887 1.347325 -0.432453 0.66 0.12 -1.06 0.212
```
Forces are in eV/Å.

Please write out number 1 again, unchanged.
Here is a gas-phase ion, C3H8NOS (charge -1) in a non-equilibrium geometry from the Open Molecules 2025 dataset. Energies are from ωB97M-V/def2-TZVPD.

**2S+1**: 1
**DFT total energy**: -647.26727 a.u.
**Frontier orbital gap**: 5.821 eV
**Charge**: -1
**SMILES**: N[C@H](C[O-])CS

XYZ file:
```
14
Properties=species:S:1:pos:R:3:forces:R:3:mulliken_charge:R:1
C 1.460783 1.206844 0.057599 1.74 0.70 0.26 -0.591
O 2.752991 0.814523 -0.153142 -0.53 -0.23 -0.11 -0.920
C 0.443158 0.111667 -0.255511 0.56 -0.99 0.43 0.463
C -0.899954 0.402845 0.304797 -0.72 2.24 0.05 -1.079
S -2.272086 -0.726543 -0.084096 -0.18 -0.01 0.21 -0.245
N 0.983528 -1.164080 0.276839 0.12 0.25 -0.80 -0.776
H 1.340307 1.497476 1.136102 -0.47 0.13 0.05 0.167
H 1.234264 2.107435 -0.558784 -0.49 0.10 0.10 0.234
H 0.397975 0.101069 -1.352589 -0.11 -0.52 0.05 0.255
H -1.142232 1.458488 0.055762 -0.31 -0.52 -0.84 0.376
H -0.893568 0.653014 1.377835 0.14 -1.31 0.18 0.424
H -2.549648 -0.418577 -1.371016 0.36 0.18 0.31 0.085
H 0.805446 -1.209340 1.274329 -0.16 0.19 0.12 0.258
H 1.992325 -0.942151 0.204221 0.05 -0.20 -0.01 0.350
```
Forces are in eV/Å.

Question: 2S+1 of number 10 (C3H8NS)?
Answer: 1

Question: The highest DFT total energy belongs to which entry?
Answer: number 3

What did the second record say?
Here is a gas-phase ion, C3H8NOS (charge +1) in a non-equilibrium geometry from the Open Molecules 2025 dataset. Energies are from ωB97M-V/def2-TZVPD.

**2S+1**: 1
**DFT total energy**: -646.94525 a.u.
**Frontier orbital gap**: 9.638 eV
**Charge**: +1
**SMILES**: C[NH2+][C@]1(C)OS1

XYZ file:
```
14
Properties=species:S:1:pos:R:3:forces:R:3:mulliken_charge:R:1
C 1.357234 0.048795 -0.173312 0.45 0.33 -0.07 0.631
C 1.037243 1.411339 -0.839364 -0.39 -0.60 1.78 -1.076
C -0.848704 -0.940418 0.449503 -1.84 0.84 -1.75 -0.946
N 0.476793 -0.433991 0.963610 -1.74 -0.87 -2.88 -0.091
O 1.587645 -1.107372 -0.883636 -1.62 -0.54 -1.90 -0.374
S 2.946834 -0.697401 -0.052127 1.85 0.85 1.12 0.007
H 1.895222 2.074233 -0.923089 0.16 -0.38 -0.03 0.339
H 0.338764 1.897308 -0.147861 0.05 0.20 -0.17 0.353
H 0.524350 1.329326 -1.777702 -0.08 -0.41 -0.52 0.330
H -1.336962 -1.558091 1.164855 0.18 -0.66 0.94 0.409
H -1.649953 -0.181779 0.239412 1.36 -0.13 -0.02 0.312
H -0.656917 -1.547139 -0.452415 -0.06 0.42 0.46 0.372
H 0.812106 -1.360636 1.178431 1.31 0.13 1.33 0.415
H 0.290838 0.218927 1.673601 0.37 0.83 1.70 0.318
```
Forces are in eV/Å.